[1]
ORCA calculation (ωB97M-V/def2-TZVPD) on a structure of composition C7H14AgBN4O2 in a non-equilibrium geometry.

ORCA input file:
```
! RIJCOSX wB97M-V def2-TZVPD def2/J DEFGRID3
* xyz 0 1
C -3.874 -0.765 -0.516
O -3.046 -0.874 0.690
N 3.552 -0.503 -0.347
H -0.485 -1.890 1.201
H -3.664 4.089 -1.172
N 0.379 -2.386 1.259
B -3.988 3.916 -0.020
C 1.438 -1.816 0.590
N -2.255 1.975 0.815
H 2.873 -3.550 0.566
H -3.160 -0.070 1.182
H -3.344 -0.004 -1.136
H 4.726 0.468 -1.866
H 4.569 1.308 -0.363
H -4.871 -0.355 -0.360
C 2.640 -2.511 0.380
C -2.933 2.857 0.557
H -4.988 3.169 -0.098
Ag -0.528 0.690 0.343
C 3.710 -1.795 -0.008
H -4.173 4.783 0.685
H 0.446 -3.368 1.540
H 4.731 -2.211 -0.035
H 5.608 -0.233 -0.549
C 4.688 0.313 -0.759
H -3.791 -1.762 -0.931
O 2.238 1.091 -1.149
N 1.212 -0.623 0.054
C 2.290 0.058 -0.553
*
```

**Lowest unoccupied orbital energy**: -0.4633 eV
**Gap between HOMO and LUMO**: 8.15 eV
**Energy relative to the best compared isomer or geometry (same formula, charge and spin)**: 0.518 eV
**HOMO**: -8.62 eV

Atomic charges from the Löwdin analysis, expressed in e, are listed below: atom 1 (C): -0.117, atom 2 (O): -0.214, atom 3 (N): -0.054, atom 4 (H): 0.061, atom 5 (H): -0.002, atom 6 (N): 0.168, atom 7 (B): -0.415, atom 8 (C): -0.370, atom 9 (N): -0.012, atom 10 (H): 0.114, atom 11 (H): 0.002, atom 12 (H): 0.071, atom 13 (H): 0.113, atom 14 (H): 0.095, atom 15 (H): 0.080, atom 16 (C): -0.019, atom 17 (C): -0.246, atom 18 (H): 0.008, atom 19 (Ag): 0.769, atom 20 (C): -0.044, atom 21 (H): -0.041, atom 22 (H): 0.125, atom 23 (H): 0.148, atom 24 (H): 0.091, atom 25 (C): -0.009, atom 26 (H): 0.072, atom 27 (O): 0.080, atom 28 (N): 0.061, atom 29 (C): -0.516



[2]
ORCA calculation (ωB97M-V/def2-TZVPD) on the molecule C21H35N3O4.

ORCA input file:
```
! RIJCOSX wB97M-V def2-TZVPD def2/J DEFGRID3
* xyz 0 1
N -1.263 -1.201 0.133
H 2.686 2.518 2.071
C -2.213 -2.155 -0.390
C -1.160 -0.964 1.458
C 1.045 0.444 1.024
O -1.814 -1.574 2.288
H -5.827 -1.043 -2.300
C 3.856 3.104 0.192
C -3.808 -2.172 -3.849
N -3.484 -2.402 -2.450
C 4.099 0.259 1.212
H 0.683 0.118 3.972
H -2.088 1.093 2.368
H 4.738 -1.720 0.612
H -1.511 -3.795 0.806
H -4.001 -0.062 -3.691
C 5.196 2.338 0.226
H 3.117 2.604 -0.435
C -0.214 0.143 1.883
O -1.686 -1.033 -2.449
H -0.796 -0.633 -0.559
H 4.096 3.561 2.313
H -5.311 0.248 -5.797
H 1.125 1.482 0.691
H -6.561 -1.740 -3.752
N 1.866 0.114 2.184
H -0.789 -3.726 -0.815
H 5.891 -0.439 0.213
C -4.598 -0.886 -4.092
H -3.814 -0.633 -6.104
H -4.092 -2.970 -1.888
C 0.753 -0.358 2.997
H 6.030 3.005 0.451
C 5.180 -0.787 0.963
H -1.058 2.050 1.311
C -0.004 3.367 3.328
C -0.605 2.188 3.392
H 3.499 0.389 0.306
H 0.195 3.846 2.375
H 0.744 -1.441 3.129
H -2.447 -4.310 -0.604
H 0.303 3.897 4.220
H -4.380 -3.032 -4.206
H 1.201 -0.223 0.171
H 5.973 2.316 2.828
H 5.715 -0.988 1.888
C 3.178 -0.206 2.334
H -2.871 -2.137 -4.404
C -2.435 -1.796 -1.857
C -1.055 1.407 2.194
H -3.151 -2.050 0.161
C -5.944 -0.918 -3.378
C -4.776 -0.679 -5.592
C 4.712 1.635 1.522
H 3.889 4.156 -0.085
O 5.644 1.453 2.559
H -0.798 1.741 4.361
O 3.565 -0.805 3.318
H -5.353 -1.499 -6.030
C 3.673 2.771 1.688
H 5.462 1.711 -0.625
H -6.495 0.010 -3.543
C -1.709 -3.592 -0.245
*
```

**Lowest unoccupied orbital energy**: 0.5441 eV
**Gap between HOMO and LUMO**: 9.58 eV
**Energy relative to the best compared isomer or geometry (same formula, charge and spin)**: 1.005 eV
**HOMO**: -9.04 eV

Atomic charges from the Löwdin analysis, expressed in e, are listed below: atom 1 (N): 0.122, atom 2 (H): 0.086, atom 3 (C): -0.273, atom 4 (C): -0.448, atom 5 (C): -0.057, atom 6 (O): 0.075, atom 7 (H): 0.069, atom 8 (C): -0.146, atom 9 (C): -0.165, atom 10 (N): 0.079, atom 11 (C): -0.210, atom 12 (H): 0.118, atom 13 (H): 0.122, atom 14 (H): 0.087, atom 15 (H): 0.081, atom 16 (H): 0.134, atom 17 (C): -0.092, atom 18 (H): 0.096, atom 19 (C): -0.274, atom 20 (O): 0.065, atom 21 (H): 0.126, atom 22 (H): 0.119, atom 23 (H): 0.078, atom 24 (H): 0.114, atom 25 (H): 0.082, atom 26 (N): -0.012, atom 27 (H): 0.092, atom 28 (H): 0.080, atom 29 (C): -0.429, atom 30 (H): 0.079, atom 31 (H): 0.142, atom 32 (C): -0.029, atom 33 (H): 0.117, atom 34 (C): -0.031, atom 35 (H): 0.120, atom 36 (C): 0.010, atom 37 (C): -0.182, atom 38 (H): 0.135, atom 39 (H): 0.061, atom 40 (H): 0.135, atom 41 (H): 0.077, atom 42 (H): 0.056, atom 43 (H): 0.131, atom 44 (H): 0.126, atom 45 (H): 0.100, atom 46 (H): 0.084, atom 47 (C): -0.415, atom 48 (H): 0.126, atom 49 (C): -0.444, atom 50 (C): -0.120, atom 51 (H): 0.153, atom 52 (C): -0.077, atom 53 (C): -0.079, atom 54 (C): -0.484, atom 55 (H): 0.099, atom 56 (O): 0.029, atom 57 (H): 0.107, atom 58 (O): 0.095, atom 59 (H): 0.082, atom 60 (C): -0.086, atom 61 (H): 0.107, atom 62 (H): 0.078, atom 63 (C): -0.021



[3]
ORCA calculation (ωB97M-V/def2-TZVPD) on the molecule C6H9ClSSi in a non-equilibrium geometry.

ORCA input file:
```
! RIJCOSX wB97M-V def2-TZVPD def2/J DEFGRID3
* xyz 0 1
Cl -0.524 -2.668 1.285
S -2.060 0.840 0.363
H 1.510 -1.036 -1.339
C 0.900 -0.136 2.488
H 0.111 -0.243 3.304
H -1.714 1.982 -3.018
H 1.615 -0.868 2.889
H -3.242 2.384 -0.969
H 2.700 -0.547 -0.143
H 0.157 0.029 -2.345
H 1.415 0.895 2.484
H 2.116 -2.277 -0.272
C -1.575 1.478 -2.134
C -2.431 1.751 -1.106
C -0.629 0.121 -0.360
C -0.584 0.465 -1.686
C 1.826 -1.280 -0.278
Si 0.410 -0.890 0.835
*
```

**Lowest unoccupied orbital energy**: 0.7522 eV
**Gap between HOMO and LUMO**: 9.93 eV
**Energy relative to the best compared isomer or geometry (same formula, charge and spin)**: 0.059 eV
**HOMO**: -9.18 eV

Atomic charges from the Löwdin analysis, expressed in e, are listed below: atom 1 (Cl): 0.332, atom 2 (S): 0.934, atom 3 (H): 0.031, atom 4 (C): -0.227, atom 5 (H): 0.049, atom 6 (H): 0.067, atom 7 (H): 0.019, atom 8 (H): 0.031, atom 9 (H): 0.073, atom 10 (H): 0.082, atom 11 (H): 0.065, atom 12 (H): -0.007, atom 13 (C): -0.138, atom 14 (C): -0.382, atom 15 (C): -0.618, atom 16 (C): -0.177, atom 17 (C): -0.209, atom 18 (Si): 0.073



[4]
ORCA calculation (ωB97M-V/def2-TZVPD) on the molecule C16H10Cl4N2O2S in a non-equilibrium geometry.

ORCA input file:
```
! RIJCOSX wB97M-V def2-TZVPD def2/J DEFGRID3
* xyz 0 1
C -5.315 -6.447 2.209
H -6.554 -8.192 1.801
C -4.034 -5.651 0.355
C -1.078 -2.217 2.296
H -0.078 -3.217 -0.402
H -2.505 -2.587 -1.975
C -5.392 -7.617 0.053
C 0.436 0.292 2.617
C -2.616 -4.632 -1.372
C -4.448 -6.712 -0.458
C -4.428 -5.520 1.677
C 1.138 -0.879 2.426
H -0.945 -1.725 -0.573
H -5.785 -8.412 -0.594
H -1.092 -3.535 -2.391
C -1.002 0.314 2.397
C -1.724 -0.829 2.213
C -2.714 -3.813 0.974
H -3.423 -4.723 -2.108
S -3.673 -4.110 2.411
Cl -1.817 1.825 2.300
N -1.655 -3.020 0.859
Cl 2.833 -0.921 2.497
C 0.455 -2.053 1.873
Cl -3.434 -0.830 2.090
O -1.263 -2.990 3.310
H -1.983 -5.537 -1.475
N -3.201 -4.608 -0.042
O 1.060 -2.833 1.144
H -5.610 -6.314 3.241
C -1.833 -3.365 -1.621
C -1.102 -2.799 -0.448
H -4.027 -6.818 -1.457
Cl 1.249 1.694 3.094
C -5.820 -7.488 1.401
*
```

**Lowest unoccupied orbital energy**: -0.8414 eV
**Gap between HOMO and LUMO**: 7.68 eV
**HOMO**: -8.52 eV

Atomic charges from the Löwdin analysis, expressed in e, are listed below: atom 1 (C): -0.074, atom 2 (H): 0.103, atom 3 (C): -0.247, atom 4 (C): -0.508, atom 5 (H): 0.120, atom 6 (H): 0.120, atom 7 (C): -0.071, atom 8 (C): -0.705, atom 9 (C): -0.126, atom 10 (C): -0.015, atom 11 (C): -0.437, atom 12 (C): -0.627, atom 13 (H): 0.140, atom 14 (H): 0.107, atom 15 (H): 0.122, atom 16 (C): -0.693, atom 17 (C): -0.587, atom 18 (C): -0.444, atom 19 (H): 0.131, atom 20 (S): 1.139, atom 21 (Cl): 0.689, atom 22 (N): 0.030, atom 23 (Cl): 0.750, atom 24 (C): -0.303, atom 25 (Cl): 0.737, atom 26 (O): -0.091, atom 27 (H): 0.145, atom 28 (N): -0.031, atom 29 (O): 0.060, atom 30 (H): 0.107, atom 31 (C): -0.140, atom 32 (C): -0.171, atom 33 (H): 0.105, atom 34 (Cl): 0.738, atom 35 (C): -0.073